No. 1
{"formula": "C32H40B3O39V", "method": "ωB97M-V with the def2-TZVPD basis set", "multiplicity": 4, "lumo_energy_ev": [1.29, 1.29], "charge": -1, "relative_energy_kcal_mol": 0.00, "species": ["V", "O", "C", "O", "B", "O", "C", "O", "O", "C", "O", "C", "O", "O", "O", "C", "O", "B", "O", "C", "O", "O", "C", "O", "C", "O", "O", "O", "C", "O", "B", "O", "C", "O", "O", "C", "O", "C", "O", "O", "C", "C", "O", "C", "O", "O", "C", "H", "H", "H", "H", "H", "H", "H", "H", "C", "C", "O", "C", "O", "O", "C", "H", "H", "H", "H", "H", "H", "H", "H", "C", "C", "O", "C", "O", "O", "C", "H", "H", "H", "H", "H", "H", "H", "H", "C", "C", "O", "C", "O", "O", "C", "H", "H", "H", "H", "H", "H", "H", "H", "C", "C", "O", "C", "O", "O", "C", "H", "H", "H", "H", "H", "H", "H", "H"], "coordinates": [[-0.034935, 0.039930, -0.406213], [-0.260310, 1.975585, 0.642547], [-0.894050, 2.725258, 1.345428], [-0.556248, 3.093757, 2.550746], [-1.477163, 4.148521, 3.025967], [-2.546501, 4.154235, 2.000327], [-2.195201, 3.422330, 0.989551], [-2.812691, 3.272940, -0.036866], [-0.794294, 5.423036, 3.138790], [-0.753533, 5.855426, 4.377030], [-0.174939, 6.819218, 4.775611], [-1.566938, 4.788335, 5.198455], [-2.067167, 3.884175, 4.347478], [-1.586520, 4.690094, 6.384859], [-5.187433, -0.907506, 5.921223], [-4.033000, -0.643582, 5.773249], [-3.144894, -1.326992, 5.070690], [-1.870572, -0.598800, 5.030432], [-2.043968, 0.536222, 5.999659], [-3.280342, 0.562977, 6.427005], [-3.777420, 1.318577, 7.208818], [-0.654882, -1.391792, 5.344961], [0.218892, -1.260228, 4.374029], [1.281208, -1.815301, 4.323065], [-0.465170, -0.425400, 3.244791], [-1.653971, -0.088385, 3.677980], [0.012923, -0.235095, 2.154606], [5.597102, -4.279773, 4.213510], [4.681215, -4.396853, 3.462843], [4.487870, -3.842286, 2.283619], [3.236928, -4.364633, 1.708885], [2.890985, -5.546884, 2.464747], [3.650020, -5.582560, 3.572821], [3.495883, -6.327780, 4.480160], [3.457015, -4.692445, 0.284425], [2.663202, -4.029386, -0.517738], [2.558715, -4.145950, -1.701192], [1.893446, -3.057515, 0.427245], [2.171367, -3.325406, 1.660664], [1.204139, -2.149522, 0.041279], [-5.061316, -1.254758, 2.614848], [-4.093950, -2.305360, 2.092250], [-2.984112, -1.581491, 1.502504], [-2.228666, -2.202247, 0.601208], [-1.472382, -1.621370, -0.134350], [-2.278603, -3.515391, 0.719906], [-1.579517, -4.329413, -0.215153], [-5.752961, -1.808104, 3.255366], [-5.543376, -0.701124, 1.809707], [-4.628738, -0.523421, 3.294605], [-4.561620, -2.885616, 1.299373], [-3.787387, -2.915750, 2.940021], [-1.834347, -3.961438, -1.211279], [-1.803637, -5.380645, -0.081463], [-0.501455, -4.188045, -0.128077], [-0.844033, 5.474874, -3.720123], [-0.523737, 4.473549, -2.652254], [0.842236, 4.097225, -2.666722], [1.196621, 2.921008, -2.193615], [0.462627, 2.013432, -1.930068], [2.512279, 2.794461, -2.014367], [3.400881, 3.703184, -2.629840], [-0.344015, 6.445411, -3.709798], [-1.903845, 5.739091, -3.681680], [-0.683474, 5.079932, -4.727459], [-1.155431, 3.587847, -2.767159], [-0.779649, 4.848740, -1.656704], [4.378730, 3.604578, -2.163610], [3.094456, 4.744207, -2.524781], [3.543927, 3.544389, -3.701590], [0.862258, -4.144194, -4.905298], [0.390692, -3.152907, -3.821918], [1.419384, -2.181395, -3.785092], [1.296414, -1.056354, -3.121564], [0.390866, -0.831815, -2.360972], [2.274065, -0.213443, -3.337668], [3.393460, -0.656475, -4.090493], [1.099693, -3.568063, -5.795885], [0.098278, -4.908420, -5.037994], [1.756299, -4.612713, -4.497599], [0.262771, -3.721160, -2.893558], [-0.626970, -2.762303, -3.907215], [3.815505, -1.546979, -3.614209], [4.232438, 0.027626, -4.152631], [3.121638, -1.069067, -5.062115], [5.564128, -1.494901, -0.871758], [5.463563, 0.013545, -0.757814], [4.107216, 0.443526, -0.903335], [3.288124, 0.381480, 0.123578], [2.088340, 0.540541, 0.063397], [3.909407, 0.188104, 1.253466], [3.183452, 0.033869, 2.482335], [6.461911, -1.819732, -0.336285], [5.707016, -1.826670, -1.895530], [4.747274, -1.994596, -0.353821], [6.008026, 0.436794, -1.604607], [5.927641, 0.425814, 0.136191], [2.446057, 0.823836, 2.622289], [3.899574, 0.098108, 3.295011], [2.669872, -0.920973, 2.454441], [-3.141692, 2.715059, -5.488054], [-3.779954, 1.971290, -4.315746], [-2.681741, 1.640101, -3.465131], [-2.805681, 1.178660, -2.249162], [-1.916222, 0.815220, -1.544581], [-4.073378, 1.163924, -1.840613], [-4.391546, 0.456386, -0.667266], [-2.628530, 1.921472, -6.034372], [-2.492174, 3.481104, -5.072649], [-3.792260, 3.151931, -6.244156], [-4.324618, 1.081068, -4.644233], [-4.487774, 2.476987, -3.653057], [-3.870944, 0.794326, 0.231811], [-4.197164, -0.605393, -0.823250], [-5.428995, 0.652521, -0.398105]], "atomic_forces_ev_per_a": [[-0.4, 0.2, -0.6], [-0.3, 0.0, 0.1], [0.7, -0.1, 0.6], [0.3, -0.2, -0.3], [-1.1, 0.0, 0.9], [0.0, 0.6, 0.1], [-1.0, -0.2, -0.7], [0.2, 0.0, 0.0], [0.4, 0.2, -1.2], [-0.5, -0.5, 0.6], [-0.1, 0.0, 0.1], [0.7, -0.5, 0.5], [0.6, 0.4, -0.5], [-0.3, 0.5, 0.1], [-0.2, -0.2, -0.2], [0.2, 0.6, 0.8], [0.4, -0.5, -0.2], [0.0, 0.6, 1.1], [0.6, -0.6, -0.6], [-0.8, -0.2, 0.2], [0.1, 0.0, -0.1], [-0.9, 0.4, 0.2], [0.1, -0.8, -0.2], [0.0, 0.6, -0.2], [0.2, -0.4, 0.3], [0.4, 0.4, -0.9], [-0.3, 0.0, 0.0], [0.2, 0.8, 0.2], [0.2, -2.2, -0.2], [-0.4, 0.9, 0.0], [0.5, -0.2, -0.3], [0.0, 0.2, 0.2], [-0.8, 1.1, -0.1], [0.3, -0.5, 0.3], [0.4, -0.5, -0.5], [0.0, 0.0, 1.4], [-0.1, 0.2, -0.6], [0.0, 0.5, -0.6], [0.2, -0.3, 0.4], [-0.3, 0.2, -0.3], [0.0, -0.3, 0.2], [-0.5, 1.1, 0.4], [0.4, -0.3, -1.0], [0.3, 0.0, 1.8], [0.3, 0.5, -0.7], [-0.7, -0.8, 0.3], [0.9, 0.9, -0.9], [-0.4, 0.2, -0.3], [-0.3, -0.2, 0.0], [0.4, -0.2, -0.3], [0.0, -0.3, 0.2], [0.4, -0.1, -0.3], [-0.1, -0.4, -0.1], [-0.4, 0.1, 0.3], [-0.1, 0.0, 0.2], [-0.3, 0.5, -1.0], [-1.3, -0.3, 0.6], [0.7, 0.9, -0.5], [0.3, -0.7, 0.2], [-0.3, 0.1, 0.0], [0.2, 0.0, -0.3], [0.6, 1.0, -0.2], [0.4, -0.2, 0.5], [-0.1, -0.2, 0.2], [0.1, -0.2, 0.1], [0.2, 0.0, -0.1], [0.2, 0.1, 0.0], [-0.1, -0.3, 0.2], [-0.2, -0.1, 0.2], [-0.3, -0.4, 0.0], [-0.5, 0.8, 1.1], [-0.7, -1.7, 0.3], [0.2, 0.2, -0.5], [0.0, -0.7, 0.4], [-0.7, 0.2, 0.4], [0.5, 1.0, -0.1], [0.7, -2.1, -0.1], [-0.1, -0.4, -0.3], [0.0, 0.0, -0.4], [0.1, -0.1, -0.2], [0.9, 0.4, 0.3], [0.3, 0.7, -0.8], [0.0, 0.1, 0.3], [-0.7, 0.8, 0.2], [-0.2, 0.7, -0.2], [0.8, -0.1, 0.8], [0.6, -0.2, -0.4], [-0.3, 0.3, -0.8], [-0.5, 0.2, 1.1], [0.0, -0.1, -0.7], [1.2, 0.0, 0.4], [-0.7, 0.0, 0.1], [0.0, 0.0, 0.0], [-0.5, -0.1, -0.1], [-0.1, -0.1, -0.2], [-0.3, 0.3, 0.0], [-0.3, -0.2, 0.1], [0.0, 0.0, -0.3], [0.2, -0.2, -0.2], [0.0, -0.1, 0.3], [-0.3, -0.7, 0.3], [-1.1, 0.4, 0.4], [1.5, -0.2, -0.8], [-1.5, -0.1, 1.2], [1.3, -0.6, 0.2], [-0.7, 0.4, -0.9], [0.0, -0.2, 1.3], [0.7, 0.4, 0.1], [0.3, -0.1, -0.3], [-0.5, 0.1, 0.5], [0.4, -0.2, 0.0], [0.0, 0.6, -0.6], [0.6, 0.0, -0.4], [-0.1, 0.0, 0.1], [-0.1, -0.1, -0.7]]}

***

No. 2
{"formula": "C20H16F8N2OPdS4", "method": "ωB97M-V with the def2-TZVPD basis set", "multiplicity": 1, "lumo_energy_ev": 4.13, "charge": -2, "relative_energy_kcal_mol": 30.78, "species": ["Pd", "O", "C", "S", "C", "C", "S", "S", "S", "F", "C", "F", "C", "F", "F", "F", "F", "C", "F", "F", "C", "C", "C", "N", "C", "C", "H", "H", "H", "H", "C", "N", "C", "C", "C", "C", "C", "C", "C", "C", "H", "H", "H", "H", "H", "H", "H", "H", "H", "H", "H", "H"], "coordinates": [[0.089200, 0.095300, -0.440800], [-2.244800, -3.208700, 5.352600], [-1.904100, -2.653600, 4.329600], [-2.543600, -3.036800, 2.728500], [-1.443900, -1.992900, 1.788200], [-0.688800, -1.116100, 2.525800], [0.339400, 0.104300, 1.934600], [-0.839100, -1.234200, 4.289300], [-1.382400, -2.196700, 0.114700], [-1.453000, 0.325700, -2.904300], [-0.211600, 0.007200, -2.381400], [0.644600, 0.813100, -3.118100], [0.069000, -1.422200, -2.842700], [-1.041800, -2.166400, -2.912200], [0.623900, -1.498900, -4.081800], [0.920100, -2.077200, -2.037100], [7.229400, -1.490500, -0.444600], [6.532900, -0.528900, 0.300100], [7.228600, 0.604000, 0.047500], [6.855500, -0.870600, 1.575600], [5.106600, -0.454300, 0.021000], [4.185600, -1.379600, 0.589400], [2.863600, -1.285000, 0.275600], [2.343600, -0.348900, -0.562800], [3.231900, 0.501600, -1.144400], [4.573400, 0.483000, -0.906100], [4.539300, -2.134600, 1.275100], [2.145300, -1.986600, 0.683800], [2.812200, 1.213600, -1.847300], [5.236900, 1.171300, -1.408200], [1.433900, 3.206700, 1.029400], [1.265100, 3.971400, -0.186900], [0.983700, 5.360600, 0.079800], [0.372700, 3.310300, -1.134900], [-0.998500, 2.905300, -0.620800], [-1.964000, 3.888600, -0.432000], [-3.213900, 3.583300, 0.077900], [-3.523400, 2.267000, 0.369400], [-2.581700, 1.271100, 0.157400], [-1.309100, 1.570200, -0.319200], [2.253600, 3.636300, 1.606900], [1.687500, 2.176600, 0.765100], [0.534400, 3.189400, 1.662300], [1.795500, 5.754800, 0.697600], [0.033900, 5.538100, 0.612700], [0.965600, 5.915100, -0.861600], [0.901100, 2.400200, -1.446400], [0.276200, 3.975900, -2.000600], [-1.734600, 4.914800, -0.697600], [-3.937400, 4.370200, 0.261400], [-4.502200, 2.006100, 0.754200], [-2.847600, 0.244200, 0.390300]], "atomic_forces_ev_per_a": [[-0.7, 0.5, 1.0], [0.0, -0.2, 0.2], [-0.4, 0.5, -0.1], [0.7, 0.0, 0.1], [0.5, 0.7, 1.4], [-1.5, -1.3, 0.0], [1.1, 1.0, 0.1], [-0.1, -0.4, -0.2], [-0.3, -0.5, -1.0], [0.1, -0.2, 0.0], [-0.4, 0.5, -0.1], [0.5, 0.2, -0.5], [-0.1, -1.1, -0.6], [-0.1, 0.1, 0.1], [0.1, 0.2, -0.2], [0.2, 0.0, -0.3], [-1.1, 0.6, 0.2], [3.1, -0.9, 0.2], [-0.6, 0.1, 0.0], [-0.7, 0.2, -0.2], [-2.8, -0.1, -0.8], [2.2, 1.0, -0.3], [-1.5, 0.6, -0.9], [1.8, -0.2, 0.2], [-1.9, -0.7, 0.2], [1.8, -0.9, 1.2], [0.0, -0.1, 0.1], [-0.1, 0.1, 0.0], [-0.1, 0.0, 0.1], [0.0, 0.1, 0.0], [0.1, 0.0, 0.0], [0.2, 0.2, 0.0], [0.0, -0.1, 0.0], [0.1, -0.3, -0.1], [0.0, -0.1, 0.0], [0.0, 0.2, 0.0], [-0.2, 0.3, 0.1], [0.0, -0.2, 0.0], [-0.2, 0.0, 0.1], [0.6, -0.2, -0.1], [0.1, 0.0, 0.1], [-0.1, 0.1, 0.2], [0.0, -0.1, 0.0], [0.0, 0.1, 0.0], [0.0, 0.0, 0.0], [-0.1, 0.1, 0.0], [-0.3, 0.2, -0.1], [0.0, 0.0, 0.0], [0.0, 0.1, 0.0], [0.0, 0.0, -0.1], [-0.1, 0.0, 0.1], [0.2, 0.0, -0.1]]}

***

No. 3
{"formula": "C3H7N3O", "method": "ωB97M-V with the def2-TZVPD basis set", "multiplicity": 1, "lumo_energy_ev": 0.81, "charge": 0, "relative_energy_kcal_mol": 84.11, "species": ["H", "N", "N", "C", "H", "H", "H", "C", "N", "C", "O", "H", "H", "H"], "coordinates": [[1.034114, 0.348170, -1.095626], [0.953798, -0.084188, -0.193947], [1.070560, 0.589297, 0.823724], [0.946743, 1.979414, 0.861982], [0.938821, 2.414763, -0.096063], [0.138047, 2.150759, 1.481116], [1.639763, 2.441406, 1.507549], [-1.373539, -1.800274, 0.912802], [-1.636317, -0.437738, 0.536264], [-1.880895, 0.333289, -0.318737], [-2.094836, 1.265603, -0.970988], [-2.255250, -2.251992, 1.447391], [-0.986624, -2.277248, 0.121783], [-0.519241, -1.725207, 1.540531]], "atomic_forces_ev_per_a": [[-0.5, 1.7, -1.0], [1.3, -1.5, 1.3], [-0.3, -2.0, 0.5], [1.2, 0.1, -0.6], [-0.4, 1.0, -1.3], [-2.6, 0.4, 0.6], [1.8, 0.2, 0.4], [-1.6, 2.1, 2.7], [-0.7, -1.1, 0.7], [-0.1, -0.2, 1.1], [-0.3, 1.4, -1.7], [1.0, 0.3, -0.8], [0.6, -2.3, -3.1], [0.5, -0.2, 1.2]]}

***

No. 4
{"formula": "C25H29BF2NO3", "method": "ωB97M-V with the def2-TZVPD basis set", "multiplicity": 1, "lumo_energy_ev": -4.18, "charge": 1, "species": ["C", "C", "C", "C", "C", "B", "O", "C", "C", "N", "C", "C", "C", "O", "O", "H", "H", "H", "H", "H", "H", "H", "H", "H", "H", "H", "H", "H", "H", "H", "H", "C", "C", "C", "F", "C", "C", "C", "C", "C", "C", "F", "C", "C", "C", "C", "C", "C", "H", "H", "H", "H", "H", "H", "H", "H", "H", "H", "H", "H", "H"], "coordinates": [[-0.690848, -3.625149, 3.019847], [-0.016650, -2.445240, 2.493642], [1.146756, -1.862124, 2.966597], [1.470905, -0.875295, 2.065478], [0.449516, -0.748625, 0.967109], [-0.389832, 0.908159, 1.281046], [-1.484070, 0.802086, 0.366507], [-2.684680, 0.453160, 1.088807], [-2.388090, 0.494542, 2.575170], [-1.048248, 1.117001, 2.677589], [-0.378068, 0.850531, 3.989670], [-1.169015, 2.644044, 2.605407], [0.120567, 3.078614, 1.910432], [0.501789, 1.997480, 1.068959], [-0.442732, -1.799607, 1.375755], [0.092875, -4.389486, 3.137723], [-1.113239, -3.505755, 4.024657], [-1.497627, -4.033020, 2.400429], [1.708211, -2.263399, 3.834726], [2.332358, -0.212436, 2.266301], [-3.464690, 1.211694, 0.882253], [-3.007219, -0.557728, 0.785537], [-3.072764, 1.129748, 3.118671], [-2.380090, -0.494231, 3.015838], [-0.877621, 1.476181, 4.750615], [-0.521708, -0.195112, 4.282501], [0.693428, 1.115847, 3.951665], [-2.076023, 2.922963, 2.054087], [-1.258566, 3.042839, 3.623779], [-0.102727, 3.967064, 1.290152], [0.886563, 3.273618, 2.691225], [-2.469819, -3.318009, -4.834522], [-1.597674, -2.672295, -3.825668], [-0.471416, -1.913187, -4.105669], [-0.056319, -1.869282, -5.419424], [0.259608, -1.261960, -3.086411], [-0.105544, -1.331500, -1.703087], [0.796038, -0.773540, -0.477173], [1.397203, 0.517732, -1.125487], [0.906666, 1.334211, -2.184505], [1.619540, 2.458991, -2.617199], [1.111026, 3.274400, -3.599268], [2.887385, 2.762884, -2.116479], [3.728836, 3.909132, -2.544036], [3.408168, 1.882390, -1.160948], [2.692194, 0.778443, -0.699141], [-1.241740, -2.097095, -1.462914], [-1.931055, -2.787210, -2.477680], [-3.320357, -3.738109, -4.275658], [-2.881862, -2.612573, -5.573441], [-1.971960, -4.138476, -5.381358], [1.105532, -0.655717, -3.433608], [1.610620, -1.513255, -0.458301], [-0.001136, 1.075650, -2.750819], [4.585003, 3.920334, -1.851422], [4.141660, 3.847667, -3.567435], [3.233563, 4.880163, -2.457212], [4.401307, 2.077487, -0.753584], [3.140969, 0.113869, 0.037909], [-1.545631, -2.200671, -0.441514], [-2.769267, -3.428837, -2.216119]], "atomic_forces_ev_per_a": [[-0.7, -1.1, 0.2], [-0.1, 1.6, -1.9], [0.2, -0.6, 0.1], [0.2, 1.3, -0.9], [0.2, 0.3, 4.2], [0.7, -0.3, -1.8], [-0.7, -0.1, 1.3], [-0.1, 0.2, -1.1], [0.2, 0.1, 0.3], [-0.4, 1.0, 1.5], [-0.1, -0.2, 0.3], [-0.3, 0.1, 0.1], [-0.3, 0.2, 0.0], [0.0, -0.4, 0.7], [-0.1, -1.3, 1.1], [-0.3, 0.1, -0.1], [0.2, 0.4, -0.1], [0.3, 0.3, -0.1], [-0.4, 0.7, -0.7], [-0.6, -0.3, -0.7], [0.3, -0.6, -0.3], [-0.1, 0.5, 0.0], [-0.4, -0.1, 0.2], [0.2, -0.1, 0.2], [0.3, -0.4, -0.3], [0.3, 0.3, -0.2], [-0.6, -0.2, -0.1], [0.3, -0.3, -0.1], [-0.1, -0.1, -0.3], [0.5, -0.3, 0.4], [-0.2, 0.1, -0.7], [-0.6, -0.6, -0.5], [0.1, 0.2, 0.7], [0.5, 0.1, 0.6], [-0.2, 0.4, 1.4], [0.5, 0.1, -0.4], [-0.7, -0.9, 0.2], [0.6, -0.2, -5.1], [1.2, 0.2, 0.1], [-0.6, 0.1, 0.2], [0.2, -0.3, 0.2], [0.2, -0.9, 0.8], [-0.2, -0.6, 0.3], [0.8, 0.7, 0.0], [-0.3, -0.2, 0.1], [0.1, 0.7, 0.1], [0.1, -0.5, -0.3], [0.3, 0.7, 0.4], [0.2, 0.0, -0.5], [0.3, -0.2, 0.2], [-0.2, 0.4, 0.2], [-0.2, -0.6, 0.2], [0.1, 0.3, -0.5], [0.3, 0.4, 0.7], [-0.2, 0.2, -0.4], [-0.4, -0.2, 0.4], [-0.1, -0.2, -0.1], [-0.2, -0.1, -0.2], [0.1, 0.2, -0.1], [-0.4, -0.2, 0.1], [0.0, 0.2, 0.0]]}